DFT (wB97M-V/def2-TZVPD) results for C37H45N9STi as an isolated structure.

As for the multiplicity: 3. The expectation value of S² is 2.004. As for the HOMO energy (alpha / beta): -11.943 / -13.129 eV. The energy comes out at -86452.7853 eV. The calculation puts the molecular weight at 695.8 u. As for the charge: +2.

Cartesian coordinates (Å):
Ti  0.02593  -0.00500  0.47663
C  -1.84438  -1.78120  -1.36153
N  -1.58679  -0.33595  -1.20347
C  -1.26175  0.22226  -2.52717
C  -0.64239  1.59638  -2.46792
C  -0.34788  2.23962  -3.66353
C  0.20087  3.50700  -3.62992
C  0.41369  4.10285  -2.39485
C  0.09616  3.38717  -1.26014
N  -0.40370  2.14062  -1.27373
C  -2.80739  0.34954  -0.70018
C  -2.99379  0.32193  0.79469
C  -4.26245  0.32455  1.35084
C  -4.39084  0.39548  2.72893
C  -3.24520  0.45718  3.51013
C  -2.01858  0.44710  2.87654
N  -1.88774  0.38349  1.54790
C  -1.70789  -2.55645  -0.08287
C  -2.43067  -3.72138  0.12333
C  -2.23821  -4.43105  1.29589
C  -1.33637  -3.94512  2.23089
C  -0.65720  -2.77670  1.94752
N  -0.82857  -2.09457  0.80843
H  -1.12491  -2.18039  -2.08075
H  -2.83802  -1.94909  -1.79028
H  -2.16488  0.26624  -3.14979
H  -0.56033  -0.44749  -3.02301
H  -0.55596  1.74799  -4.60542
H  0.44253  4.02795  -4.54662
H  0.82017  5.10044  -2.30876
H  0.24306  3.84999  -0.29008
H  -3.69055  -0.06299  -1.19753
H  -2.73259  1.39790  -0.99134
H  -5.13471  0.27251  0.71286
H  -5.37123  0.39744  3.18594
H  -3.29732  0.51310  4.58772
H  -1.09501  0.49636  3.44216
H  -3.13854  -4.05794  -0.62281
H  -2.79001  -5.34241  1.48259
H  -1.16504  -4.45585  3.16763
H  0.05760  -2.35453  2.64302
N  1.89138  -0.96964  -2.03854
C  2.59248  0.20312  -1.90136
N  2.38793  1.04985  -0.94535
C  3.21902  2.16896  -1.12525
C  3.29109  3.29624  -0.30422
C  4.16246  4.32016  -0.62856
C  4.97214  4.24587  -1.76155
C  4.92162  3.13861  -2.58679
C  4.04490  2.11491  -2.25489
S  3.77177  0.62384  -3.10870
H  1.49634  -1.32591  -1.17442
H  2.31538  -1.68793  -2.60482
H  2.67358  3.38623  0.57687
H  4.21862  5.19330  0.00757
H  5.64765  5.05713  -1.99463
H  5.55125  3.07231  -3.46383
N  0.80733  1.90198  1.62915
C  0.13974  2.79450  2.54119
C  -1.03729  3.42372  2.15655
C  -1.70252  4.24563  3.05469
C  -1.20443  4.43445  4.33611
C  -0.02727  3.80507  4.71351
C  0.64718  2.98676  3.81813
H  0.74120  2.26951  0.67938
H  1.80354  1.87139  1.81404
H  -1.43657  3.26304  1.16162
H  -2.61574  4.74005  2.75072
H  -1.72521  5.07579  5.03338
H  0.37438  3.95621  5.70648
H  1.57013  2.49916  4.11406
C  4.54681  0.63374  2.41896
C  4.15995  -0.68971  3.07527
N  3.92123  -1.77116  2.11844
C  4.97907  -2.78776  2.02852
C  6.28419  -2.23291  1.47865
C  2.78769  -1.79549  1.40085
C  2.57386  -2.93151  0.43955
N  1.86887  -0.86985  1.48829
H  4.51128  1.44339  3.14928
H  3.88051  0.88048  1.58935
H  5.55803  0.59246  2.01818
H  3.27672  -0.57510  3.71145
H  4.95476  -1.02688  3.73884
H  4.63901  -3.60456  1.40193
H  5.13023  -3.20035  3.02894
H  6.13314  -1.77862  0.49812
H  7.00947  -3.03902  1.37442
H  6.72021  -1.48557  2.14107
H  2.57816  -3.89132  0.95452
H  3.35841  -2.95725  -0.31810
H  1.60643  -2.81824  -0.04240
H  2.14895  -0.16033  2.15715

Here are the Mulliken charges for atoms 1 to 2, given in e: 1.6410, -1.6215

DFT (wB97M-V/def2-TZVPD) results for C37H46AuN4 as an isolated structure at a distorted geometry.

As for the multiplicity: 3. The expectation value of S² is 2.018. As for the HOMO energy (alpha / beta): -0.470 / -3.117 eV. The energy comes out at -48761.7666 eV. The calculation puts the molecular weight at 743.8 u. As for the charge: -1.

Cartesian coordinates (Å):
Au  0.01106  1.97514  0.10123
N  3.71879  0.27440  -2.79038
N  0.82764  1.24245  -2.26592
C  -0.70335  2.00903  2.21373
C  0.32503  3.04044  2.08626
C  1.55490  2.48259  2.59196
C  2.84930  3.19311  2.70779
H  2.74151  4.25301  2.45096
H  3.61495  2.76591  2.03925
H  3.24350  3.12859  3.73324
C  1.31837  1.15927  2.99865
C  2.31960  0.23303  3.57789
H  1.84623  -0.45782  4.28784
H  3.10672  0.78552  4.11043
H  2.81839  -0.37707  2.80360
C  -0.06292  0.85106  2.82263
C  -0.71114  -0.37485  3.13253
H  -0.67856  -1.25225  1.92766
H  -1.79138  -0.30057  3.28304
H  -0.21373  -0.99826  3.87944
C  0.05284  4.49820  1.95131
H  -0.13790  4.97606  2.92573
H  -0.82005  4.67548  1.31416
H  0.91167  5.00963  1.49818
C  -2.16882  2.25787  2.24585
H  -2.71650  1.32152  2.07711
H  -2.46306  2.96039  1.45686
H  -2.50470  2.66799  3.21275
C  4.85547  -0.40415  -2.77600
H  5.26107  -0.70832  -3.74763
C  5.55245  -0.73363  -1.59709
H  6.48429  -1.29059  -1.67211
C  5.01840  -0.32121  -0.37640
H  5.52339  -0.53844  0.56586
C  3.81669  0.38962  -0.37674
H  3.35090  0.75306  0.54366
C  3.12911  0.66975  -1.58361
C  1.82600  1.43566  -1.33297
H  2.03061  2.49770  -1.07631
C  -0.42057  1.55036  -1.86432
C  0.82728  0.75033  -3.59148
H  1.74241  0.44397  -4.06045
C  -0.45410  0.76230  -3.97233
H  -0.88710  0.51154  -4.91858
N  -1.24044  1.20139  -2.88574
C  -2.66410  1.13440  -2.76253
C  -3.31018  2.13493  -2.01897
C  -4.60264  1.88840  -1.54891
H  -5.09504  2.63797  -0.92326
C  -5.27849  0.70653  -1.86935
C  -6.63972  0.42416  -1.30373
H  -6.57672  -0.12595  -0.35348
H  -7.23012  -0.18395  -1.99837
H  -7.17940  1.35749  -1.10795
C  -4.65664  -0.21361  -2.71390
H  -5.18694  -1.12398  -3.00228
C  -3.34703  -0.01874  -3.17858
C  -2.71668  -1.09050  -4.00368
H  -2.41678  -0.73740  -4.99794
H  -3.45920  -1.88272  -4.16110
H  -1.85266  -1.55671  -3.51262
C  -2.65839  3.44260  -1.72217
H  -2.12249  3.86109  -2.58328
H  -1.94072  3.35615  -0.88714
H  -3.42728  4.16182  -1.41055
C  2.75235  -2.74827  0.53092
N  2.25009  -3.82684  1.42224
C  3.26818  -4.23694  2.42738
C  0.92631  -3.47374  2.08254
C  -0.12366  -3.20558  1.03462
C  -0.35161  -4.17121  0.03763
C  -1.27248  -3.90755  -0.97463
C  -1.98002  -2.70152  -0.97826
C  -1.72488  -1.73919  0.01095
C  -0.83026  -2.01688  1.03591
H  2.84414  -1.82529  1.11506
H  2.05432  -2.60218  -0.29747
H  3.73460  -3.04644  0.14942
H  2.05963  -4.64141  0.81959
H  3.46886  -3.38931  3.09204
H  2.86764  -5.07956  2.99957
H  4.17897  -4.53288  1.89763
H  0.67577  -4.33015  2.72533
H  1.11641  -2.60205  2.72331
H  0.18496  -5.12624  0.06639
H  -1.44668  -4.64386  -1.76239
H  -2.74875  -2.51633  -1.72896
H  -2.24693  -0.77777  -0.02056

Here are the Mulliken charges for atoms 1 to 2, given in e: 0.7830, -0.4768